{
  "formula": "C4H6N2O",
  "method": "ωB97M-V/def2-TZVPD",
  "de_lowest_kcal_mol": 43.1,
  "smiles": "[H]/N=C(\\C#N)OCC",
  "orbital_gap_ev": 11.494,
  "e_lumo_ev": 0.2,
  "largest_force_ha_per_bohr": 0.0224,
  "homo_ev": -11.284,
  "species": ["C", "C", "O", "C", "N", "C", "N", "H", "H", "H", "H", "H", "H"],
  "coordinates": [[-1.63775, 0.61548, -0.20321], [-0.92750, -0.71742, -0.37185], [0.34447, -0.62427, -1.04631], [1.43151, -0.37970, -0.29458], [2.32368, -1.25547, -0.12038], [1.54161, 0.98653, 0.23248], [1.67905, 2.05684, 0.65073], [-1.73790, 1.12560, -1.16502], [-2.64409, 0.43560, 0.18936], [-1.11793, 1.27981, 0.49184], [-1.51067, -1.38086, -1.01367], [-0.77754, -1.22236, 0.58980], [3.10734, -0.87895, 0.41338]],
  "forces_ev_per_a": [[0.1, 0.0, 0.0], [-0.3, 0.0, 0.1], [0.2, 0.0, 0.0], [0.2, -0.2, 0.1], [-0.2, 0.3, 0.0], [0.2, 1.0, 0.4], [-0.2, -1.1, -0.4], [0.0, -0.1, 0.1], [0.1, 0.0, 0.0], [-0.1, -0.1, -0.1], [0.1, 0.1, 0.1], [0.0, 0.1, -0.1], [-0.1, 0.0, -0.1]],
  "nbo_charge": [-0.65, -0.07, -0.50, 0.46, -0.56, 0.17, -0.27, 0.22, 0.22, 0.22, 0.20, 0.18, 0.36]
}